1.
DFT (ωB97M-V/def2-TZVPD) results for the molecule C4H6O2 in a non-equilibrium geometry.

Geometry as XYZ:
```
12
Properties=species:S:1:pos:R:3:forces:R:3
O 0.84434 1.87944 1.00958 -0.8 0.1 -0.5
C 0.39064 1.01301 0.29308 0.3 -0.2 0.1
C -1.02191 0.75209 -0.14811 0.2 -1.1 0.0
C -0.75382 -1.09660 -0.03675 -0.6 1.4 0.2
O 0.45524 -1.11500 -0.72253 -0.1 0.2 0.1
C 1.26665 -0.15760 -0.07499 0.4 0.0 0.0
H -1.20870 0.72327 -1.22106 0.5 0.3 -0.1
H -1.65477 1.58767 0.27169 0.0 -1.8 0.2
H -0.62686 -1.38611 1.01923 -0.1 0.3 -0.2
H -1.42390 -1.83191 -0.53785 0.0 1.2 0.3
H 2.07415 0.18833 -0.72367 0.0 -0.3 0.0
H 1.65891 -0.55660 0.87137 0.2 0.0 -0.2
```
Positions in Å, forces in eV/Å.

Calculated values
Calculated total energy, Ha: -306.419714
Spin multiplicity: 1
SMILES: O=C1CCOC1

=====

2.
DFT (ωB97M-V/def2-TZVPD) results for a cluster of 2 separate species, C3H10N2O2 in total in a non-equilibrium geometry.

Geometry as XYZ:
```
17
Properties=species:S:1:pos:R:3:forces:R:3
N -1.58237 0.69059 -2.07018 1.3 0.2 0.9
C -1.50645 0.85101 -0.60961 -0.9 -0.3 0.1
C -0.47617 -0.10481 -0.02047 0.3 1.9 0.3
C -0.30233 0.16330 1.48115 -1.3 -2.8 -0.3
N 0.73448 -0.55529 2.09105 -0.2 1.1 -0.6
O -1.19430 0.64532 2.13883 0.5 1.1 0.1
H -2.46214 0.97278 -2.44088 -0.6 -0.1 -0.3
H -1.36004 -0.27173 -2.25842 -0.4 -0.2 -0.6
H -2.46707 0.61857 -0.13539 0.0 0.1 0.0
H -1.28986 1.88182 -0.32531 0.2 0.0 -0.1
H -0.80293 -1.13567 -0.13625 0.3 -0.2 -0.1
H 0.47997 0.13724 -0.49471 0.0 -0.7 -0.2
H 1.15132 0.08871 2.74456 0.5 -0.5 0.6
H 1.37763 -1.01207 1.45212 0.2 0.5 0.1
O 3.04594 -1.00174 -0.07232 0.6 0.0 -1.3
H 3.57132 -1.64125 -0.57654 -0.1 -0.6 0.7
H 3.08301 -0.32680 -0.76762 -0.5 0.5 0.6
```
Positions in Å, forces in eV/Å.

Calculated values
Calculated total energy, Ha: -380.295986
Spin multiplicity: 1
SMILES: NCCC(N)=O.O

=====

3.
DFT (ωB97M-V/def2-TZVPD) results for a structure of composition C32H26CrN11O2 in a non-equilibrium geometry.

Geometry as XYZ:
```
72
Properties=species:S:1:pos:R:3:forces:R:3
Cr 1.05924 -1.54179 1.62589 -0.7 1.0 0.5
O 2.37594 -1.63699 5.36649 -0.3 0.1 -0.8
C 2.20394 -1.44149 4.18189 1.4 0.3 1.1
N 1.08654 -1.71749 3.47229 -0.8 -0.8 -1.5
C -0.02076 -2.30939 4.16269 -0.4 -0.2 0.5
C -0.99426 -2.81659 3.14619 -0.3 -0.1 0.3
C -2.13716 -3.51549 3.52219 0.1 0.1 -0.2
C -3.03706 -3.91999 2.55219 0.3 0.2 -0.1
C -2.74656 -3.62169 1.22369 0.1 0.1 0.0
C -1.57626 -2.95029 0.92699 -0.3 -0.1 -0.4
N -0.70676 -2.54009 1.86129 -0.4 -0.2 0.3
C 3.23584 -0.82349 3.28639 0.6 0.2 0.5
C 4.42294 -0.31539 3.79509 -0.2 -0.1 -0.2
C 5.31874 0.27851 2.91779 -0.2 0.0 -0.2
C 4.97414 0.35391 1.57309 0.0 0.0 0.1
C 3.76084 -0.16669 1.15529 0.2 0.1 -0.3
N 2.90364 -0.76369 1.98629 0.6 0.1 0.3
H -0.51086 -1.56529 4.81069 0.1 -0.1 -0.1
H 0.32474 -3.11439 4.82589 -0.1 0.1 -0.1
H -2.30486 -3.73759 4.56459 0.0 0.0 0.1
H -3.93746 -4.45469 2.81649 0.0 0.0 0.0
H -3.41646 -3.91339 0.43019 0.0 0.0 -0.1
H -1.31736 -2.72119 -0.09981 0.0 -0.1 0.1
H 4.61434 -0.38959 4.85559 0.0 -0.1 0.0
H 6.25274 0.68961 3.27079 0.1 0.0 0.0
H 5.63404 0.81421 0.85409 0.0 0.0 -0.1
H 3.45644 -0.09689 0.11849 0.1 0.0 0.0
C 1.63004 -2.24649 -3.96011 0.0 -0.2 -1.2
N 1.72924 -2.19129 -2.52481 -0.8 0.5 1.2
C 0.86104 -1.81639 -1.58171 -0.2 0.0 -0.3
N 1.42054 -1.95259 -0.37911 0.1 -0.3 0.3
C 2.65034 -2.46789 -0.66581 0.3 -0.1 -0.4
N 2.85014 -2.60689 -1.94351 1.0 -0.4 0.2
C 0.86384 -1.13809 -4.64491 0.0 0.0 0.0
C 0.67684 -1.29079 -6.01821 0.0 0.0 0.2
C -0.05526 -0.36729 -6.74131 0.1 -0.1 0.1
C -0.65736 0.69521 -6.09521 0.1 0.1 0.3
C -0.45856 0.86771 -4.72651 0.3 -0.5 0.0
C 0.33734 -0.02839 -4.00831 -0.1 0.1 -0.2
C -1.15366 1.93971 -4.05541 -0.7 1.1 -0.2
N -1.82036 2.89701 -4.63321 1.2 -1.5 -1.5
N -2.39126 3.62191 -3.69821 -0.9 1.1 1.9
C -2.08096 3.11051 -2.54141 0.0 0.2 -1.2
O -1.27676 2.02571 -2.70291 0.1 -0.2 0.3
C -2.55216 3.58081 -1.26131 -0.1 0.0 0.6
C -3.48226 4.62001 -1.23261 0.2 -0.2 0.0
C -3.95626 5.07871 -0.01851 0.1 -0.1 0.1
C -3.52186 4.50221 1.16439 0.1 -0.1 0.0
C -2.60036 3.45861 1.14309 0.0 0.0 0.0
C -2.14326 2.85761 2.46329 -0.8 0.7 0.0
N -1.02726 1.97301 2.28049 0.1 -1.5 -0.3
C -1.00056 0.70091 1.87699 -0.3 0.3 0.1
N 0.26634 0.32791 1.67709 -0.2 -0.2 0.0
C 0.97354 1.45441 1.98099 0.0 0.4 0.0
N 0.20974 2.44301 2.33819 0.9 0.8 0.1
C -2.11286 3.00331 -0.07051 -0.1 0.1 -0.1
H 1.16244 -3.19999 -4.23841 0.2 0.1 0.1
H 2.66284 -2.27479 -4.32461 -0.2 0.0 0.2
H -0.13706 -1.46859 -1.76281 -0.1 0.1 -0.1
H 3.38424 -2.74789 0.06659 0.1 0.0 0.1
H 1.11534 -2.14119 -6.51631 0.0 -0.2 -0.1
H -0.17856 -0.49579 -7.80291 0.0 0.0 -0.2
H -1.28546 1.39091 -6.62501 -0.1 0.1 -0.1
H 0.53794 0.18051 -2.96721 -0.1 0.0 0.0
H -3.81706 5.04621 -2.16361 0.0 0.1 -0.1
H -4.66376 5.89231 0.00959 -0.1 0.1 0.0
H -3.89496 4.86941 2.10809 -0.1 0.1 0.1
H -2.96436 2.32041 2.94849 0.2 0.0 0.0
H -1.80106 3.65921 3.12479 -0.1 -0.2 0.0
H -1.87266 0.09521 1.71769 -0.1 -0.1 0.1
H 2.03784 1.55111 1.92289 0.1 0.0 0.0
H -1.38176 2.20821 -0.12071 0.1 0.0 -0.1
```
Positions in Å, forces in eV/Å.

Calculated values
Calculated total energy, Ha: -3031.835668
Spin multiplicity: 2
<S²>: 1.054
Charge: +2

=====

4.
DFT (ωB97M-V/def2-TZVPD) results for the molecule C24H16Cl2N6 in a non-equilibrium geometry.

Geometry as XYZ:
```
48
Properties=species:S:1:pos:R:3:forces:R:3
Cl -6.72758 -5.71601 1.45182 0.3 1.1 0.2
C -6.63201 -4.00782 1.82489 -0.9 2.2 -1.0
N -6.80716 -3.63072 3.07585 0.5 -0.2 1.2
C -6.81291 -2.32427 3.32955 -0.9 0.5 -2.7
Cl -7.27538 -1.80551 4.91321 0.5 -0.2 -0.4
N -6.72475 -1.36016 2.36539 -0.3 -0.6 0.4
C -6.66704 -1.80753 1.08617 1.6 -1.3 1.8
C -6.51556 -0.87923 -0.11429 0.9 -0.5 -0.8
N -5.43533 -1.20496 -1.05917 0.7 -0.9 -0.6
C -4.10661 -0.68943 -0.80520 -1.1 0.9 -1.4
C -3.37034 -1.10928 0.33157 -1.5 -1.7 0.0
C -2.11334 -0.75353 0.61473 0.3 2.1 -1.1
C -1.58163 0.24947 -0.24084 1.2 -0.6 1.0
C -0.23929 0.66188 -0.03135 -0.1 -1.4 2.2
C 0.36693 1.51711 -0.88985 0.3 -0.5 0.6
N 1.70998 1.92744 -0.69714 3.1 -1.1 1.3
N 2.49661 1.20150 0.08344 -5.4 1.2 -1.5
C 3.82954 1.49929 0.11389 2.6 -3.0 1.6
C 4.38336 2.35392 -0.79037 1.9 1.9 -2.3
C 5.76350 2.33837 -1.16111 -4.2 2.1 -1.0
C 6.60895 1.42589 -0.60659 -1.5 -0.3 1.0
C 7.89974 1.36589 -1.00955 3.5 -1.1 0.5
C 8.87572 0.64442 -0.31477 -1.2 0.5 -0.6
C 8.44920 -0.04784 0.85446 -2.7 0.1 0.1
C 7.06097 -0.09506 1.24049 2.3 0.8 -1.1
C 6.10948 0.63622 0.43816 -0.9 -1.7 3.1
C 4.71581 0.58775 0.84496 0.0 2.7 -2.4
C -0.40019 1.96459 -2.02307 0.2 0.9 -0.3
C -1.66171 1.52900 -2.31649 0.9 0.4 1.7
C -2.30656 0.69175 -1.35159 1.7 0.8 -2.3
C -3.53258 0.22861 -1.71954 -3.4 -2.2 0.9
N -6.58754 -3.11688 0.81175 -0.1 -1.3 -0.1
H -7.47670 -0.85408 -0.57715 -0.7 -0.4 -0.8
H -6.33288 0.14051 0.06633 0.0 1.3 1.6
H -5.61885 -1.37758 -2.07250 -0.2 0.4 1.7
H -3.72672 -1.94215 0.91093 -0.8 -0.1 0.2
H -1.55609 -1.13998 1.44488 0.2 -0.2 0.2
H 0.25340 0.19275 0.92623 -0.6 1.3 -2.2
H 3.60873 2.97649 -1.28853 1.1 -0.2 0.1
H 6.09225 3.05834 -1.94147 -0.1 -0.7 0.6
H 8.14863 1.95127 -1.86015 0.5 0.4 -0.6
H 9.91190 0.67862 -0.70529 -0.7 -0.3 0.7
H 9.14921 -0.55306 1.47006 0.6 -0.4 0.4
H 6.74956 -0.55288 2.19868 0.3 0.1 -0.9
H 4.38590 -0.04274 1.66021 -0.1 -0.1 -0.2
H -0.04453 2.77943 -2.63117 0.7 -0.1 -0.2
H -2.23264 1.90235 -3.16317 0.3 -0.1 0.1
H -4.08347 0.50784 -2.68731 1.0 -0.3 1.7
```
Positions in Å, forces in eV/Å.

Calculated values
Calculated total energy, Ha: -2172.978865
Spin multiplicity: 1
SMILES: Clc1nc(Cl)nc(CNc2ccc3cc(/N=N/c4ccc5ccccc5c4)ccc3c2)n1